(1)
18
Properties=species:S:1:pos:R:3:forces:R:3 method="wB97M-V/def2-TZVPD" total_charge=-1 homo_energy_ev=-2.60 smiles="CN(C)C(=O)CC[S-]" e_above_lowest_kj_mol=120.4 lumo_ev=3.66
C -0.937552 -1.347204 -0.365476 -0.2 -0.9 -0.8
C -2.112058 -0.377471 -0.685417 0.4 1.5 -0.6
S -1.945669 0.713350 -2.216527 -0.3 -0.7 0.6
C -0.167998 -0.750358 0.764512 2.3 0.5 -0.9
N 0.979371 0.025247 0.462376 -0.7 0.9 1.0
C 1.214432 0.480996 -0.888311 0.3 -0.7 -1.0
C 1.399384 1.033058 1.442025 2.4 -1.2 -1.7
O -0.411582 -0.963163 1.917891 -0.9 -0.3 1.9
H -0.219345 -1.622450 -1.190488 -1.1 0.6 0.4
H -1.396717 -2.293107 -0.021562 0.5 0.3 0.1
H -3.110715 -0.809389 -0.643636 0.2 -0.7 -0.4
H -2.149823 0.295675 0.174257 0.0 0.2 0.0
H 1.656351 -0.406925 -1.364894 -0.5 0.4 -0.8
H 0.309223 0.887560 -1.365992 0.2 -0.5 -0.2
H 1.985282 1.247490 -0.993037 0.0 0.0 0.7
H 1.536397 0.663914 2.402362 -1.1 -0.7 2.0
H 0.898538 1.939263 1.296161 -1.2 1.4 0.4
H 2.472484 1.283515 1.275758 -0.4 -0.1 -0.7

=====

(2)
84
Properties=species:S:1:pos:R:3:forces:R:3 method="wB97M-V/def2-TZVPD" total_charge=+1 homo_energy_ev=-12.24 lumo_ev=-3.05
C -1.090387 2.154739 3.822747 -0.3 -0.2 -0.1
C -1.440940 2.554502 2.392273 -0.1 0.0 -0.4
C -1.630915 1.317587 1.506782 0.1 -0.3 0.7
O -1.136572 1.459342 0.157035 -0.2 0.3 -0.1
C -1.795236 2.426068 -0.577108 0.1 -0.9 0.5
S -0.550750 3.613357 -1.280471 -0.7 0.6 -1.0
C -0.396793 5.008524 -0.200833 0.2 -0.3 0.4
Br 1.304528 5.186102 0.587252 -0.1 0.0 0.0
C -1.422237 5.840914 -0.013102 0.2 0.1 -0.1
C -1.416620 7.023042 0.894563 0.1 -0.1 0.1
Br -3.036992 5.552024 -0.964308 0.2 0.0 0.1
H -0.312970 1.390185 3.808750 0.2 0.2 0.1
H -0.758814 3.012605 4.404940 0.0 0.0 0.0
H -1.956997 1.706095 4.316422 0.4 0.2 -0.2
H -2.346381 3.170243 2.375230 0.0 0.0 0.1
H -0.646137 3.161388 1.947170 0.1 -0.1 0.1
H -2.668072 0.972186 1.483778 0.0 0.1 -0.1
H -1.056294 0.495377 1.932120 0.1 0.0 -0.2
H -2.522147 2.988251 0.007415 0.2 0.3 -0.1
H -2.294458 2.003237 -1.452016 0.2 0.1 -0.2
H 0.584562 2.926411 -1.066319 -0.1 0.1 0.5
H -1.922084 7.865176 0.427120 0.0 0.0 0.0
H -0.406280 7.310343 1.175882 0.0 0.0 -0.1
H -1.954588 6.760819 1.807825 -0.1 0.1 0.0
C -2.432563 0.780097 -4.152162 -0.1 -0.1 0.0
Cl -4.052567 1.054177 -3.496938 0.0 0.0 0.0
Cl -1.499988 2.291102 -4.224707 0.1 -0.1 0.0
H -1.909071 0.083390 -3.510902 0.0 0.0 0.0
H -2.514503 0.381986 -5.156121 0.0 0.1 0.0
C 2.112528 0.655189 0.295380 0.0 0.1 0.0
Cl 1.954829 1.388978 1.901727 0.0 0.1 -0.2
Cl 3.641757 1.094490 -0.479394 0.0 0.1 0.0
H 2.063193 -0.421417 0.391379 0.1 0.0 0.1
H 1.295192 1.009846 -0.319956 0.0 0.0 0.0
C 0.647670 -0.698005 -6.050766 0.0 0.2 0.0
Cl -0.229171 -1.626937 -4.824291 0.2 -0.2 0.0
Cl -0.462005 -0.000884 -7.237781 0.0 0.0 -0.1
H 1.168698 0.112283 -5.553631 0.0 0.0 0.0
H 1.347147 -1.354619 -6.557078 -0.2 0.0 0.0
C -0.641824 -4.610701 -1.934436 0.1 0.0 0.0
Cl -1.800546 -3.340599 -2.356300 0.0 0.1 0.0
Cl -1.249268 -5.604020 -0.605314 0.1 0.0 0.0
H -0.496047 -5.243741 -2.801729 -0.1 0.0 0.0
H 0.292027 -4.150359 -1.632560 0.0 0.0 0.1
C 4.652160 -1.346998 -3.178879 0.1 0.0 0.0
Cl 5.661469 -2.795706 -3.220904 0.0 0.0 0.0
Cl 3.036699 -1.635992 -3.844441 0.0 0.0 0.1
H 4.546621 -1.026420 -2.149520 0.0 -0.1 0.0
H 5.136634 -0.579926 -3.771057 0.0 0.0 0.0
C 1.174176 -4.721449 -7.912288 -0.1 -0.1 0.0
Cl 2.276667 -3.370540 -7.599390 0.2 -0.2 -0.1
Cl -0.514118 -4.250279 -7.704123 0.0 0.0 0.0
H 1.322346 -5.052299 -8.932937 0.0 0.1 0.0
H 1.403295 -5.516412 -7.213101 0.0 0.0 0.0
C 3.587399 1.428414 5.248359 0.1 -0.1 0.0
Cl 2.547502 2.862968 5.202325 0.0 0.0 -0.1
Cl 3.065133 0.275481 6.478002 0.0 0.0 0.0
H 3.545025 0.942889 4.280242 -0.1 0.0 0.0
H 4.598120 1.746043 5.474127 0.0 0.0 0.1
C -3.910822 -0.851796 5.171436 0.0 0.0 0.0
Cl -3.990849 0.915047 5.115247 -0.5 -0.1 0.2
Cl -3.109216 -1.515494 3.739353 0.0 0.0 0.0
H -3.346148 -1.141702 6.049106 0.0 0.0 0.0
H -4.919948 -1.242349 5.216911 0.0 0.0 -0.1
C 4.172116 -6.089137 -1.078010 0.0 0.0 0.1
Cl 4.956352 -7.662779 -0.941728 0.0 0.0 0.0
Cl 2.606930 -6.197047 -1.902810 -0.1 0.0 0.0
H 4.012140 -5.694327 -0.081253 -0.1 -0.1 0.0
H 4.799070 -5.425138 -1.655907 0.1 0.0 -0.1
C 1.537804 -3.467699 2.712586 0.0 -0.1 0.1
Cl 1.740172 -1.708288 2.601423 -0.1 -0.1 0.2
Cl 1.941848 -4.271773 1.195835 0.0 0.3 -0.1
H 2.192473 -3.839439 3.491750 0.1 0.0 0.0
H 0.503223 -3.683820 2.950804 0.0 0.0 0.0
C 0.319355 -7.738882 2.597127 0.0 0.0 -0.1
Cl 0.251800 -6.749927 4.067422 0.0 0.0 0.0
Cl 1.828087 -7.501113 1.716863 0.0 -0.4 0.0
H 0.237764 -8.781834 2.877543 0.1 0.0 0.1
H -0.502777 -7.448355 1.953667 0.0 0.0 0.0
C -4.846424 9.127106 2.876483 0.0 0.1 0.1
Cl -3.550892 10.197557 2.332768 0.0 0.0 0.0
Cl -4.790220 7.561874 2.048140 -0.1 -0.1 0.0
H -4.733216 8.956733 3.940074 0.0 0.0 0.0
H -5.799667 9.594034 2.661187 0.0 0.0 -0.1

=====

(3)
13
Properties=species:S:1:pos:R:3:forces:R:3 method="wB97M-V/def2-TZVPD" total_charge=0 homo_energy_ev=-10.16 smiles="C=CC#N.C=C" e_above_lowest_kj_mol=194.2 lumo_ev=0.45
N 0.958044 -2.405809 0.726209 -0.9 0.8 0.5
C 0.153489 -1.670333 1.123751 0.8 -0.7 -0.4
C -0.860698 -0.780106 1.618691 -0.1 0.2 0.0
C -0.778059 0.542232 1.478572 0.0 -0.2 0.0
C 1.025802 1.043919 -1.431894 -0.1 -0.1 -0.1
C 0.221546 0.079803 -1.866959 0.1 0.1 0.0
H -1.706101 -1.251917 2.110178 0.1 0.0 -0.1
H -1.565080 1.188787 1.852993 0.1 -0.1 0.0
H 0.057556 1.008300 0.968198 -0.1 -0.1 0.1
H 0.826296 2.094110 -1.634211 0.0 -0.2 0.0
H 1.915564 0.818408 -0.847145 -0.1 0.0 -0.1
H 0.423126 -0.966773 -1.650714 0.0 0.2 0.0
H -0.671485 0.299379 -2.447669 0.1 0.0 0.1